DFT (the ωB97M-V functional and the def2-TZVPD basis) results for an isolated molecule of C2H7ClNP at a distorted geometry.

Geometry as XYZ:
```
12
Properties=species:S:1:pos:R:3:forces:R:3:mulliken_charge:R:1
C -0.27379 -0.90555 1.08310 3.4 -1.0 1.4 -0.940
N 0.25239 -0.35083 -0.14503 3.3 0.9 0.8 -0.158
C -0.82856 0.18304 -0.89189 -2.5 -0.4 -0.5 -0.829
P 2.01976 0.49302 -0.16057 -3.9 -1.9 -0.4 0.204
Cl 1.73590 2.35940 0.65267 -0.1 0.3 0.0 -0.211
H 0.48783 -1.53929 1.66568 -0.6 0.5 -1.3 0.267
H -0.45755 -0.19738 1.88343 -1.2 0.5 -0.2 0.327
H -1.01586 -1.58602 0.74886 -1.3 -0.3 0.5 0.387
H -0.47890 0.44059 -1.88911 -0.3 0.7 0.1 0.339
H -1.62662 -0.63251 -1.06677 1.3 0.6 0.1 0.274
H -1.51665 0.92968 -0.36152 1.4 -0.1 -0.7 0.276
H 1.70205 0.80588 -1.51884 0.4 0.2 0.3 0.063
```
Forces are in eV/Å.

Summary:
- Electronic energy: -25488.0053 eV
- Lowest unoccupied orbital energy: 0.9 eV
- Largest force on an atom: 4.40 eV/A
- Energy relative to the best compared isomer or geometry (same formula, charge and spin): 7.0 kcal per mole
- Total charge: 0
- HOMO energy: -0.3222 hartree